{
  "formula": "C19H70F2N6O23S2",
  "method": "the ωB97M-V functional and the def2-TZVPD basis",
  "symbols": ["N", "S", "O", "O", "F", "S", "O", "O", "F", "N", "O", "O", "O", "C", "C", "O", "H", "H", "H", "H", "H", "H", "C", "C", "O", "H", "H", "H", "H", "H", "H", "C", "C", "O", "H", "H", "H", "H", "H", "H", "C", "O", "N", "N", "H", "H", "H", "H", "C", "O", "N", "N", "H", "H", "H", "H", "C", "O", "H", "H", "H", "H", "C", "O", "H", "H", "H", "H", "C", "O", "H", "H", "H", "H", "C", "O", "H", "H", "H", "H", "C", "O", "H", "H", "H", "H", "C", "O", "H", "H", "H", "H", "C", "O", "H", "H", "H", "H", "C", "O", "H", "H", "H", "H", "C", "O", "H", "H", "H", "H", "C", "O", "H", "H", "H", "H", "C", "O", "H", "H", "H", "H"],
  "coordinates": [[-0.8464, -0.2154, 0.1977], [0.4176, -0.6544, 1.0427], [0.4676, -2.0814, 1.2897], [0.7076, 0.1946, 2.1557], [1.6166, -0.4614, 0.0477], [-0.8714, 0.3616, -1.2603], [-0.0004, -0.3184, -2.1783], [-0.8564, 1.7856, -1.3403], [-2.3094, 0.0356, -1.7043], [-3.3394, -1.8064, 0.4307], [-3.0044, -2.7484, 1.2057], [-3.8694, -0.7534, 0.9627], [-3.8394, -2.1294, -0.6833], [-2.7584, 2.3986, 0.9037], [-1.8594, 2.5466, 2.1157], [-1.8014, 3.8736, 2.5527], [-3.6844, 2.8016, 1.1387], [-2.8964, 1.3856, 0.5247], [-2.4454, 2.9366, -0.0173], [-0.8624, 2.1506, 1.8357], [-2.2744, 1.9926, 2.9847], [-1.3084, 3.8946, 3.3567], [3.1226, -0.7354, -2.5963], [2.6656, -0.5774, -4.0863], [3.3016, -1.5174, -4.9813], [4.1796, -0.5414, -2.4373], [2.9526, -1.7324, -2.2913], [2.6256, -0.0274, -1.8703], [3.0066, 0.3926, -4.3653], [1.5846, -0.6994, -4.0523], [2.7476, -2.3024, -4.8513], [-0.8384, 4.2846, -3.4823], [-2.0654, 5.2296, -3.4633], [-2.5624, 5.5776, -4.7153], [-0.6414, 3.8036, -2.5773], [0.0126, 4.9556, -3.6733], [-0.7544, 3.6016, -4.3333], [-1.7114, 6.1736, -3.1323], [-2.8364, 4.9176, -2.8153], [-3.1424, 6.2606, -4.5983], [0.4736, 2.8536, 4.3297], [1.6576, 3.4686, 3.9227], [0.1656, 1.6166, 4.3437], [-0.4634, 3.5256, 4.9587], [0.5436, 1.0316, 3.5847], [-0.7614, 1.3416, 4.7267], [-0.2894, 4.5466, 5.0647], [-1.2824, 3.0876, 5.3427], [-0.3304, -5.6754, 1.8517], [-0.0444, -7.0734, 1.8557], [0.6366, -4.7944, 1.9007], [-1.4884, -5.1094, 1.6887], [1.6086, -5.1254, 1.7437], [0.4366, -3.7824, 1.6287], [-2.2494, -5.7324, 1.3427], [-1.7144, -4.0994, 1.5617], [-5.7894, 0.2976, -2.1933], [-5.7264, 0.8126, -0.8833], [-6.2504, 0.9896, -2.8843], [-6.2344, -0.6934, -2.3233], [-4.7274, 0.2386, -2.4713], [-4.8614, 0.6956, -0.5203], [-3.6004, -1.9534, -4.1843], [-2.6994, -2.4764, -3.2543], [-3.6984, -0.8904, -4.0753], [-4.5614, -2.4214, -4.1573], [-3.3624, -2.0914, -5.2083], [-3.1534, -2.4264, -2.4063], [2.6276, -3.8814, 4.4857], [1.4066, -3.3214, 4.0637], [3.3006, -4.1434, 3.6857], [2.3906, -4.8054, 5.0407], [3.1266, -3.1224, 5.0727], [1.0006, -3.8914, 3.4577], [3.5036, -2.9944, 0.6867], [3.4996, -2.3504, 1.9477], [4.5076, -3.4154, 0.4807], [3.3036, -2.3294, -0.2183], [2.7136, -3.7824, 0.5817], [2.5786, -2.1834, 2.0987], [1.3626, 3.4076, 0.6077], [0.1446, 4.0076, 0.1237], [1.1526, 2.8516, 1.4727], [2.0756, 4.1916, 0.7897], [1.8116, 2.7496, -0.1463], [-0.4744, 3.3386, -0.0093], [0.4106, -3.3154, -1.4493], [0.7246, -4.6724, -1.7113], [0.1746, -2.8794, -2.4333], [1.2806, -2.8404, -1.0013], [-0.3804, -3.3304, -0.7413], [-0.0324, -5.1314, -2.1103], [2.9696, -0.3054, 4.5777], [2.7926, 0.9666, 5.2247], [3.1066, -1.1344, 5.3187], [3.8546, -0.3034, 3.9447], [2.1766, -0.5234, 3.9047], [1.8686, 1.1866, 5.0017], [-1.4734, -1.5164, 3.8917], [-2.6274, -0.7594, 3.6367], [-1.5784, -2.0164, 4.8197], [-0.5524, -0.9484, 3.9987], [-1.3594, -2.1814, 3.1177], [-2.5834, -0.6094, 2.6987], [2.4056, 2.5836, -2.9173], [3.0806, 2.9226, -4.1653], [1.8756, 3.4466, -2.4993], [3.1556, 2.1886, -2.2043], [1.5956, 1.8326, -3.1413], [2.3716, 2.9526, -4.8883], [-1.4614, 0.9366, -4.8233], [-0.7684, -0.2504, -4.8803], [-1.5914, 1.6126, -5.6863], [-0.9174, 1.5346, -4.0843], [-2.4584, 0.7326, -4.4363], [-0.9624, -0.7634, -4.1213], [4.3296, 0.9986, 1.0877], [5.0736, 2.0986, 1.5457], [4.1406, 1.0036, -0.0343], [3.3616, 0.8876, 1.5757], [4.8426, 0.0536, 1.3957], [4.8606, 2.8086, 0.8367]],
  "mulliken_charge": [0.5310, -0.5219, -0.0572, 0.0729, 0.5466, -0.8791, 0.2350, -0.1960, 0.0351, 1.2800, -0.8228, -0.7091, -0.8305, -0.8123, 0.8735, -0.7260, 0.7373, -0.2832, -0.0328, -0.6003, 0.5787, 0.4119, -0.4415, 0.1227, -0.6497, 0.5325, 0.4418, -0.3973, 0.1834, -0.0176, 0.3843, -0.1094, -0.6256, -0.5469, -0.3258, 0.4792, 0.2622, 0.3162, 0.4018, 0.2928, 0.6076, -0.7341, -0.0687, -0.5329, 0.1753, 0.2135, 0.2859, 0.2126, 0.3928, -0.8129, -0.0156, -0.0511, 0.2355, 0.2190, 0.2427, 0.0742, -0.1909, -0.6433, 0.3818, 0.2167, -0.2524, 0.3182, -0.5605, -0.3869, -0.0747, 0.3690, 0.3256, 0.3636, -0.6265, -0.3736, 0.2406, 0.3071, 0.1418, 0.4685, 0.2366, -0.5479, 0.4924, -0.4451, -0.1035, 0.0614, 0.6286, -0.5574, -0.5583, 0.5723, -0.3810, -0.0599, 0.4880, -0.6763, 0.1694, -0.3953, -0.1141, 0.3314, -0.0575, -0.6121, 0.1219, 0.2683, -0.3513, 0.2857, 0.3476, -0.6308, 0.7423, -0.1675, -0.4958, 0.1437, -0.1645, -0.6352, 0.3345, 0.2309, -0.1686, 0.3552, 0.2368, -0.6111, 0.4793, -0.3159, -0.1590, 0.1387, 0.2679, -0.5874, 0.1488, -0.4112, 0.1760, 0.3472],
  "total_energy_ev": -103968.31962,
  "multiplicity": 1,
  "total_charge": -2,
  "homo_energy_ha": -0.174,
  "max_force_ha_per_bohr": 0.17333,
  "lumo_energy_ev": 3.877
}

{
  "formula": "C6H14N5",
  "method": "the ωB97M-V functional and the def2-TZVPD basis",
  "symbols": ["C", "C", "C", "C", "C", "C", "N", "N", "N", "N", "N", "H", "H", "H", "H", "H", "H", "H", "H", "H", "H", "H", "H", "H", "H"],
  "coordinates": [[0.3842, 0.2289, 0.2116], [-2.0445, -0.9559, 1.6440], [1.0835, 0.4055, -1.9763], [1.8371, 1.3773, -1.1256], [-0.7321, -1.2703, -1.3818], [2.4358, 1.1519, 1.2929], [-0.1492, 0.0071, 1.3391], [0.0150, -0.0324, -1.1143], [1.6166, 0.8870, 0.1928], [-3.0375, -0.1839, 1.3417], [-1.8772, -2.0515, 2.2789], [0.8060, 0.7178, -2.9389], [1.6802, -0.3934, -2.2715], [2.9453, 1.2656, -1.3821], [1.3046, 2.2837, -1.2926], [-0.0045, -2.0615, -1.6840], [-1.2892, -1.6111, -0.4153], [-1.4307, -1.0885, -2.2210], [3.4885, 1.1015, 0.9473], [2.1802, 2.1958, 1.7651], [2.2742, 0.3983, 2.0578], [-3.0063, 0.7744, 1.3646], [-3.9779, -0.5547, 1.4285], [-0.8873, -2.2576, 2.3925], [-2.5154, -2.5123, 2.9543]],
  "mulliken_charge": [0.4855, 0.2018, -0.8433, -0.4373, -0.7198, -0.9577, -0.7263, 0.0416, 0.1727, -0.2653, -0.2713, 0.4728, 0.3952, 0.3155, 0.2947, 0.3397, 0.1738, 0.3041, 0.3287, 0.2724, 0.3437, 0.2479, 0.2441, 0.3051, 0.2819],
  "total_energy_ev": -13889.55560,
  "multiplicity": 1,
  "total_charge": 1,
  "homo_energy_ha": [-0.438, -0.438],
  "max_force_ha_per_bohr": 0.11204,
  "lumo_energy_ev": [-4.164, -4.165],
  "relative_energy_kcal_mol": 116.9
}

{
  "formula": "C29H27Cl7IrNO3S2",
  "method": "the ωB97M-V functional and the def2-TZVPD basis",
  "symbols": ["Ir", "O", "C", "C", "C", "C", "C", "C", "N", "H", "H", "H", "H", "H", "H", "H", "Cl", "C", "C", "C", "Cl", "C", "Cl", "C", "Cl", "C", "Cl", "O", "S", "C", "C", "C", "C", "S", "O", "C", "C", "C", "C", "C", "C", "C", "C", "C", "C", "C", "C", "H", "H", "H", "H", "H", "H", "H", "H", "H", "H", "H", "H", "H", "H", "H", "H", "H", "H", "Cl", "C", "Cl", "H", "H"],
  "coordinates": [[-0.3704, 0.5539, -0.8377], [-0.7728, 2.2593, 0.5039], [-2.0765, 2.2872, 1.0762], [-2.9923, 1.7285, 0.0519], [-4.3517, 1.9564, 0.1255], [-5.1863, 1.4228, -0.8382], [-4.6281, 0.6974, -1.8834], [-3.2713, 0.5096, -1.9047], [-2.4538, 0.9898, -0.9360], [-0.1050, 2.5702, 1.1439], [-2.3652, 3.3059, 1.3241], [-2.1258, 1.6858, 1.9865], [-4.7453, 2.5621, 0.9336], [-6.2566, 1.5857, -0.7882], [-5.2402, 0.2925, -2.6798], [-2.8047, 0.0006, -2.7235], [2.4391, 0.3127, -2.4060], [1.1722, -0.6788, -2.9766], [-0.0285, -0.7750, -2.2606], [-0.9360, -1.8011, -2.6951], [-2.2868, -2.2220, -1.7708], [-0.7225, -2.5565, -3.8672], [-1.8386, -3.7092, -4.3518], [0.4333, -2.3430, -4.6236], [0.6867, -3.1811, -6.0389], [1.4183, -1.4365, -4.1397], [2.8682, -1.2923, -4.9412], [1.4595, 0.9173, 0.3625], [2.7264, 1.3053, 1.1712], [2.8517, 0.0635, 2.4918], [1.4741, -0.5407, 2.7795], [1.4550, -2.0376, 2.5027], [0.0546, -2.6318, 2.5727], [-0.9551, -2.3431, 1.0936], [-0.6755, -0.8641, 0.6489], [-0.0817, -3.4352, 0.0075], [-0.6340, -4.6943, -0.1857], [0.0373, -5.6091, -0.9889], [1.2314, -5.2519, -1.6032], [1.7588, -3.9760, -1.4255], [1.1034, -3.0571, -0.6130], [2.2944, 2.6975, 2.1541], [3.2414, 3.7079, 2.2327], [2.9984, 4.7952, 3.0687], [1.8176, 4.8696, 3.7896], [0.8704, 3.8471, 3.7036], [1.1028, 2.7527, 2.8847], [3.3024, 0.5739, 3.3413], [3.5676, -0.6784, 2.1302], [0.7553, -0.0762, 2.1207], [1.1649, -0.3416, 3.8064], [2.0852, -2.5540, 3.2284], [1.8825, -2.2408, 1.5232], [-0.5270, -2.2405, 3.4108], [0.0709, -3.7237, 2.6413], [-1.5768, -4.9645, 0.2823], [-0.3735, -6.5999, -1.1330], [1.7547, -5.9736, -2.2186], [2.6925, -3.6995, -1.9095], [1.5085, -2.0614, -0.4629], [4.1623, 3.6486, 1.6607], [3.7392, 5.5823, 3.1535], [1.6278, 5.7266, 4.4245], [-0.0398, 3.8979, 4.2888], [0.3909, 1.9300, 2.8566], [0.3866, 2.5554, -2.2533], [-0.7434, 3.8579, -2.8838], [-2.3802, 3.3316, -3.1379], [-0.3171, 4.1454, -3.8339], [-0.7239, 4.6640, -2.1661]],
  "lowdin_spin": [0.1252, 0.0010, -0.0001, -0.0002, 0.0003, -0.0001, 0.0004, 0.0006, 0.0002, 0.0001, -0.0001, 0.0000, 0.0000, 0.0000, 0.0001, 0.0008, 0.0002, 0.0097, 0.1772, 0.1237, 0.0518, -0.0025, -0.0078, 0.1947, 0.1431, 0.0859, 0.0588, 0.0054, 0.0024, 0.0001, 0.0001, 0.0000, 0.0008, 0.0009, 0.0011, 0.0044, 0.0001, 0.0099, 0.0002, 0.0060, 0.0041, 0.0001, 0.0000, 0.0001, 0.0000, 0.0001, 0.0000, 0.0000, 0.0000, 0.0000, 0.0000, 0.0000, 0.0000, 0.0000, 0.0000, -0.0002, 0.0004, -0.0002, 0.0006, 0.0008, 0.0000, 0.0000, 0.0000, 0.0000, 0.0000, 0.0000, -0.0002, -0.0001, 0.0000, 0.0000],
  "total_energy_ev": -150281.56738,
  "multiplicity": 2,
  "total_charge": 3,
  "s_squared": 0.770,
  "homo_energy_ha": [-0.625, -0.623],
  "max_force_ha_per_bohr": 0.04159,
  "lumo_energy_ev": [-9.562, -11.844],
  "relative_energy_kcal_mol": 30.0
}